C4H5N | ωB97M-V/def2-TZVPD

The geometry in XYZ format:
```
10
Properties=species:S:1:pos:R:3
N -1.6725 -2.0239 -0.5796
C -1.1205 -1.2621 0.0936
C -0.0556 -0.4166 0.5544
C -0.0785 1.0575 0.2859
C 0.7593 0.1718 -0.5803
H 0.4810 -0.8102 1.4093
H 0.4045 1.6803 1.0298
H -0.9870 1.4540 -0.1536
H 1.8341 0.1680 -0.4579
H 0.4353 -0.0188 -1.6018
```

Properties
LUMO ... 0.971 eV
E_HOMO ... -0.393 hartree
Structure (SMILES) ... N#CC1CC1

=====

C4H5N | ωB97M-V/def2-TZVPD

The geometry in XYZ format:
```
10
Properties=species:S:1:pos:R:3
C -1.9034 0.0931 -1.3566
C -1.0181 0.2089 -0.5527
C 0.0634 0.3953 0.3767
C 1.2936 -0.7789 0.8857
N 1.3979 0.2180 -0.1449
H -2.6873 -0.0157 -2.0687
H -0.0384 1.2624 1.0182
H 0.0073 -0.8456 1.0533
H 1.5669 -0.2786 1.8277
H 1.3180 -0.2589 -1.0388
```

Properties
LUMO ... 1.002 eV
E_HOMO ... -0.330 hartree

=====

Look up the LUMO of the first one. 0.971 eV

=====

Repeat the second record exactly.
C4H5N | ωB97M-V/def2-TZVPD

The geometry in XYZ format:
```
10
Properties=species:S:1:pos:R:3
C -1.9034 0.0931 -1.3566
C -1.0181 0.2089 -0.5527
C 0.0634 0.3953 0.3767
C 1.2936 -0.7789 0.8857
N 1.3979 0.2180 -0.1449
H -2.6873 -0.0157 -2.0687
H -0.0384 1.2624 1.0182
H 0.0073 -0.8456 1.0533
H 1.5669 -0.2786 1.8277
H 1.3180 -0.2589 -1.0388
```

Properties
LUMO ... 1.002 eV
E_HOMO ... -0.330 hartree